{"formula": "C17H22NO2", "method": "the ωB97M-V functional and the def2-TZVPD basis", "symbols": ["C", "C", "C", "O", "C", "O", "N", "C", "C", "C", "C", "C", "C", "C", "C", "C", "C", "C", "C", "C", "H", "H", "H", "H", "H", "H", "H", "H", "H", "H", "H", "H", "H", "H", "H", "H", "H", "H", "H", "H", "H", "H"], "coordinates": [[-4.4371, -1.2688, 0.5220], [-3.8129, 0.0002, -0.0344], [-4.1135, 1.2359, 0.8281], [-3.2261, 2.2533, 0.4135], [-4.2662, 0.2370, -1.4910], [-3.5874, -0.7097, -2.2905], [-2.3201, -0.1205, -0.1306], [-1.5541, -0.7474, 0.9797], [-0.0846, -0.5563, 0.7178], [0.7049, -1.6069, 0.2689], [2.0490, -1.4116, 0.0180], [2.6351, -0.1591, 0.1974], [4.0646, 0.0463, -0.0659], [4.5098, 1.2038, -0.7016], [5.8560, 1.3925, -0.9516], [6.7775, 0.4350, -0.5611], [6.3457, -0.7163, 0.0765], [4.9991, -0.9136, 0.3182], [1.8327, 0.8940, 0.6380], [0.4914, 0.6980, 0.8960], [-4.1067, -1.4701, 1.5365], [-5.5181, -1.1621, 0.5406], [-4.1925, -2.1148, -0.1151], [-5.1579, 1.5294, 0.6826], [-3.9665, 1.0011, 1.8903], [-3.4703, 3.0903, 0.8209], [-5.3510, 0.1149, -1.5586], [-4.0042, 1.2589, -1.7969], [-3.9547, -0.7139, -3.1797], [-2.1426, -0.6267, -1.0138], [-1.9832, 0.8513, -0.2369], [-1.7997, -1.8077, 1.0320], [-1.8410, -0.2593, 1.9131], [0.2696, -2.5851, 0.1248], [2.6501, -2.2341, -0.3369], [3.7943, 1.9460, -1.0251], [6.1876, 2.2895, -1.4526], [7.8287, 0.5859, -0.7526], [7.0608, -1.4628, 0.3873], [4.6702, -1.8038, 0.8340], [2.2726, 1.8654, 0.8020], [-0.1094, 1.5221, 1.2564]], "nbo_charge": [-0.640, 0.099, -0.083, -0.749, -0.085, -0.749, -0.541, -0.228, -0.114, -0.185, -0.193, -0.023, 0.006, -0.225, -0.188, -0.199, -0.197, -0.219, -0.197, -0.165, 0.228, 0.246, 0.243, 0.203, 0.187, 0.507, 0.200, 0.194, 0.508, 0.466, 0.465, 0.232, 0.225, 0.216, 0.230, 0.212, 0.220, 0.223, 0.222, 0.214, 0.227, 0.204], "relative_energy_kj_mol": 0.0, "smiles": "CC(CO)(CO)[NH2+]Cc1ccc(-c2ccccc2)cc1", "lumo_energy_ev": -2.39, "charge": 1, "e_homo_ev": -11.0}